12
Properties=species:S:1:pos:R:3:forces:R:3:lowdin_charge:R:1 method="wB97M-V/def2-TZVPD" largest_force_ev_per_a=0.986 e_tot_ha=-157.1310 e_above_lowest_kj_mol=139.02 smiles="C=C.C=C" lumo_ev=1.259
C 0.389926 1.670739 1.529247 0.008 -0.720 0.426 -0.0839
C 1.005612 0.529302 1.871773 -0.052 0.785 -0.119 -0.0997
H -0.695771 1.673720 1.379354 0.440 0.131 -0.027 0.0487
H 0.917402 2.628419 1.452832 -0.179 -0.481 -0.076 0.0486
H 0.457999 -0.410706 2.004863 0.234 0.404 -0.109 0.0478
H 2.087579 0.517687 2.046200 -0.442 -0.110 -0.044 0.0476
C -0.075757 -0.919636 -1.520707 -0.758 -0.435 -0.358 -0.0769
C -1.312146 -1.246309 -1.937708 0.791 0.024 0.587 -0.0837
H 0.110383 -0.696184 -0.463994 -0.013 -0.037 -0.534 0.0157
H 0.783817 -0.918984 -2.200667 -0.368 0.138 0.266 0.0481
H -2.110576 -1.313098 -1.189867 0.150 0.115 -0.450 0.0431
H -1.558468 -1.514950 -2.971326 0.187 0.186 0.438 0.0446